Arrangement one

{
  "formula": "C4H9NO2",
  "method": "ωB97M-V/def2-TZVPD",
  "species": ["N", "C", "C", "O", "C", "C", "O", "H", "H", "H", "H", "H", "H", "H", "H", "H"],
  "positions_angstrom": [[-0.07, 1.48, -1.19], [0.16, 0.10, -0.58], [1.71, -0.19, -0.68], [2.16, 0.13, -1.93], [-0.59, 0.10, 0.77], [-1.44, -1.14, 1.23], [-2.03, -0.87, 2.44], [0.41, 2.08, -0.52], [0.31, 1.49, -2.13], [-0.40, -0.54, -1.31], [2.14, 0.52, 0.08], [1.85, -1.24, -0.32], [-1.22, 0.99, 0.71], [-0.01, 0.40, 1.69], [-2.14, -1.24, 0.37], [-0.84, -2.07, 1.36]],
  "lowdin_charge": [-0.0299, -0.3945, -0.5133, -0.4328, -0.2169, -0.5467, -0.4644, 0.0364, 0.0162, 0.1180, 0.0671, 0.0718, 0.0707, 0.0926, 0.0616, 0.0641],
  "orbital_gap_ev": 6.526,
  "smiles": "N[C@@H](C[O-])CC[O-]",
  "total_charge": -2
}


Arrangement two

{
  "formula": "C4H9NO2",
  "method": "ωB97M-V/def2-TZVPD",
  "species": ["O", "C", "C", "C", "N", "C", "O", "H", "H", "H", "H", "H", "H", "H", "H", "H"],
  "positions_angstrom": [[0.27, 3.41, 1.39], [0.99, 2.28, 1.05], [0.15, 1.27, 0.27], [0.46, -0.25, 0.41], [-0.13, -0.97, -0.79], [-0.55, -2.71, -0.72], [-1.25, -2.96, -1.83], [1.95, 2.42, 0.57], [1.21, 1.80, 2.05], [-1.02, 1.44, 0.56], [0.14, 1.53, -0.81], [1.53, -0.28, 0.52], [-0.13, -0.72, 1.25], [-1.05, -0.64, -0.80], [0.54, -3.11, -0.75], [-0.73, -2.75, 0.37]],
  "lowdin_charge": [-0.4533, -0.5875, -0.2608, -0.3216, -0.1007, -0.4854, -0.3729, 0.0539, 0.0696, 0.1265, 0.0835, 0.0726, 0.0892, 0.0006, 0.0525, 0.0337],
  "orbital_gap_ev": 6.369,
  "smiles": "[O-]CCCNC[O-]",
  "total_charge": -2
}


Short version: arrangement one is the most stable of them.


Arrangement one

{
  "formula": "C5H6OS2",
  "method": "ωB97M-V/def2-TZVPD",
  "species": ["C", "C", "C", "C", "C", "H", "H", "H", "H", "H", "H", "O", "S", "S"],
  "positions_angstrom": [[0.44, 0.25, 0.48], [1.06, 1.45, -0.27], [-0.40, 1.97, -0.26], [-0.52, 1.41, 1.23], [-0.67, -0.32, -0.45], [0.59, -2.20, 1.29], [1.60, 2.16, 0.27], [1.71, 1.42, -1.27], [-0.51, 2.91, -0.76], [-1.59, 1.36, 1.49], [-0.01, 1.80, 1.98], [-1.15, 0.90, -0.92], [1.57, -0.92, 1.12], [-1.07, -1.79, -1.12]],
  "lowdin_charge": [-0.7930, -0.1307, -0.2204, 0.0159, -0.7746, 0.0165, 0.0890, 0.1708, 0.1472, 0.1265, 0.0568, -0.1046, 0.7110, 0.6896],
  "orbital_gap_ev": 9.111,
  "total_charge": 0
}


Arrangement two

{
  "formula": "C5H6OS2",
  "method": "ωB97M-V/def2-TZVPD",
  "species": ["O", "C", "C", "C", "C", "S", "S", "C", "H", "H", "H", "H", "H", "H"],
  "positions_angstrom": [[-1.70, 1.89, 0.99], [-1.38, 0.54, 1.26], [0.02, 0.23, 0.98], [0.30, -0.24, -0.28], [1.61, -0.64, -0.81], [3.02, -0.48, 0.00], [-1.17, -0.45, -1.26], [-2.22, -0.18, 0.19], [-1.12, 2.44, 1.48], [-1.66, 0.30, 2.30], [0.75, 0.63, 1.68], [1.61, -1.09, -1.81], [-2.54, -1.15, 0.57], [-3.10, 0.44, -0.03]],
  "lowdin_charge": [-0.0256, -0.4483, -0.0888, -0.5860, -0.6507, 0.6932, 0.9309, -0.4013, 0.0828, 0.1513, 0.1174, 0.0469, 0.0796, 0.0985],
  "orbital_gap_ev": 7.301,
  "smiles": "O[C@@H]1C=C(C=S)SC1",
  "total_charge": 0
}


Short version: arrangement two is the most stable of them.


Arrangement one

{
  "formula": "C18H23ClN2O2",
  "method": "ωB97M-V/def2-TZVPD",
  "species": ["O", "C", "N", "C", "C", "C", "C", "C", "C", "C", "C", "C", "C", "O", "N", "C", "C", "C", "C", "Cl", "C", "C", "C", "H", "H", "H", "H", "H", "H", "H", "H", "H", "H", "H", "H", "H", "H", "H", "H", "H", "H", "H", "H", "H", "H", "H"],
  "positions_angstrom": [[0.35, -0.92, 0.92], [-0.03, 0.23, 0.86], [-1.28, 0.58, 0.54], [-2.31, -0.37, 0.15], [-3.53, -0.21, 1.07], [-4.47, -1.41, 1.00], [-5.56, -1.31, -0.08], [-5.12, -0.69, -1.41], [-3.72, -1.11, -1.87], [-2.62, -0.19, -1.34], [0.89, 1.43, 1.16], [1.09, 2.30, -0.07], [2.39, 1.80, -0.69], [2.78, 2.07, -1.80], [3.03, 1.04, 0.25], [4.27, 0.41, 0.09], [4.85, 0.25, -1.17], [6.07, -0.38, -1.30], [6.73, -0.85, -0.18], [8.27, -1.64, -0.35], [6.18, -0.70, 1.07], [4.95, -0.07, 1.21], [2.30, 0.95, 1.50], [-1.53, 1.56, 0.50], [-1.87, -1.36, 0.32], [-3.15, -0.12, 2.09], [-4.07, 0.71, 0.83], [-4.97, -1.53, 1.96], [-3.87, -2.31, 0.83], [-5.94, -2.31, -0.26], [-6.39, -0.71, 0.31], [-5.85, -0.98, -2.16], [-5.15, 0.40, -1.34], [-3.52, -2.14, -1.59], [-3.69, -1.05, -2.96], [-1.70, -0.38, -1.89], [-2.90, 0.85, -1.52], [0.44, 1.98, 1.99], [0.29, 2.24, -0.81], [1.22, 3.36, 0.19], [4.34, 0.62, -2.04], [6.51, -0.50, -2.28], [6.69, -1.07, 1.95], [4.54, 0.04, 2.20], [2.27, -0.09, 1.83], [2.76, 1.58, 2.26]],
  "lowdin_charge": [0.0814, -0.4515, 0.0922, -0.3146, -0.1433, -0.1972, -0.2078, -0.2090, -0.1916, -0.1507, -0.1816, -0.0316, -0.4190, 0.0799, 0.0282, -0.1713, 0.0055, -0.0947, -0.6842, 0.6613, -0.1043, -0.0151, -0.1012, 0.1486, 0.1477, 0.1160, 0.1194, 0.1076, 0.1093, 0.1076, 0.1070, 0.1058, 0.1041, 0.1176, 0.1089, 0.1198, 0.1172, 0.1489, 0.1219, 0.1331, 0.1032, 0.1068, 0.1050, 0.1034, 0.1267, 0.1344],
  "orbital_gap_ev": 8.841,
  "smiles": "O=C(NC1CCCCCC1)[C@@H]1CC(=O)N(c2ccc(Cl)cc2)C1",
  "total_charge": 0
}


Arrangement two

{
  "formula": "C18H23ClN2O2",
  "method": "ωB97M-V/def2-TZVPD",
  "species": ["C", "C", "C", "O", "N", "C", "C", "C", "C", "C", "C", "C", "C", "O", "N", "C", "C", "C", "C", "C", "C", "C", "Cl", "H", "H", "H", "H", "H", "H", "H", "H", "H", "H", "H", "H", "H", "H", "H", "H", "H", "H", "H", "H", "H", "H", "H"],
  "positions_angstrom": [[2.55, -1.11, -0.84], [1.52, -0.17, -1.49], [0.97, 0.88, -0.50], [0.77, 2.03, -0.84], [0.78, 0.45, 0.76], [0.46, 1.34, 1.86], [1.51, 1.21, 2.97], [1.07, -0.02, 3.78], [-0.42, -0.22, 3.47], [-0.83, 0.94, 2.57], [2.13, 0.55, -2.71], [1.75, -0.30, -3.91], [0.53, -1.08, -3.45], [-0.23, -1.74, -4.12], [0.44, -0.95, -2.10], [-0.58, -1.63, -1.35], [-1.71, -0.74, -0.90], [-1.99, 0.46, -1.54], [-3.05, 1.26, -1.14], [-3.86, 0.86, -0.09], [-3.60, -0.34, 0.56], [-2.54, -1.12, 0.15], [-2.24, -2.61, 0.99], [3.05, -1.68, -1.61], [2.09, -1.81, -0.15], [3.29, -0.53, -0.30], [0.93, -0.51, 1.00], [0.42, 2.34, 1.42], [2.52, 1.11, 2.57], [1.48, 2.11, 3.59], [1.24, 0.14, 4.84], [1.65, -0.90, 3.49], [-1.02, -0.25, 4.38], [-0.58, -1.17, 2.96], [-1.62, 0.68, 1.87], [-1.17, 1.79, 3.17], [1.68, 1.54, -2.78], [3.21, 0.67, -2.60], [2.52, -1.02, -4.19], [1.51, 0.28, -4.80], [-0.14, -2.14, -0.49], [-0.99, -2.39, -2.03], [-1.37, 0.77, -2.37], [-3.24, 2.19, -1.65], [-4.69, 1.47, 0.22], [-4.23, -0.67, 1.37]],
  "lowdin_charge": [0.0014, -0.3605, -0.4222, 0.0714, 0.1368, -0.2914, -0.1353, -0.1782, -0.1789, -0.1248, -0.0934, -0.0572, -0.4549, 0.0772, 0.0012, -0.1104, -0.2161, -0.0174, -0.0598, -0.0827, -0.1252, -0.6144, 0.7191, 0.0937, 0.0740, 0.0947, 0.1307, 0.1471, 0.1110, 0.1142, 0.1022, 0.1003, 0.1057, 0.0710, 0.0875, 0.1206, 0.1153, 0.1232, 0.1245, 0.1237, 0.0921, 0.1442, 0.1217, 0.1077, 0.1049, 0.1060],
  "orbital_gap_ev": 9.696,
  "smiles": "C[C@@]1(C(=O)NC2CCCC2)CCC(=O)N1Cc1ccccc1Cl",
  "total_charge": 0
}


Short version: arrangement two is the most stable of them.


Arrangement one

{
  "formula": "C4H11N2",
  "method": "ωB97M-V/def2-TZVPD",
  "species": ["C", "C", "C", "C", "N", "N", "H", "H", "H", "H", "H", "H", "H", "H", "H", "H", "H"],
  "positions_angstrom": [[0.41, 0.89, -1.29], [-0.08, -0.58, -1.85], [-1.30, -0.99, -1.59], [-0.75, -0.34, 2.27], [1.85, 0.82, 0.55], [0.75, 1.04, 0.05], [1.30, 1.11, -1.99], [-0.33, 1.56, -1.57], [0.63, -1.22, -2.26], [-2.09, -0.44, -1.20], [0.08, -0.97, 2.69], [-1.76, -1.93, -1.90], [-1.57, -0.92, 1.71], [-1.35, 0.10, 3.10], [-0.43, 0.36, 1.53], [1.78, 0.82, 1.57], [2.83, 0.70, 0.21]],
  "mulliken_spin": [0.0589, 0.0584, 0.0090, 0.0856, 0.4712, 1.1482, 0.0933, 0.0113, 0.0062, 0.0009, 0.0014, 0.0033, -0.0005, -0.0006, -0.0026, 0.0177, 0.0382],
  "orbital_gap_ev": [10.795, 5.889],
  "spin_multiplicity": 3,
  "total_charge": 1
}


Arrangement two

{
  "formula": "C4H11N2",
  "method": "ωB97M-V/def2-TZVPD",
  "species": ["C", "C", "C", "C", "N", "N", "H", "H", "H", "H", "H", "H", "H", "H", "H", "H", "H"],
  "positions_angstrom": [[-0.66, -1.18, -0.63], [-1.03, -0.58, 0.72], [0.38, -0.07, -0.97], [1.07, 0.38, 1.65], [0.03, 0.87, -1.93], [0.03, 0.43, 0.58], [-0.40, -2.22, -0.92], [-1.50, -0.97, -1.29], [-1.96, -0.15, 0.54], [-0.88, -1.12, 1.64], [1.41, -0.40, -1.05], [1.30, -0.71, 1.91], [1.78, 0.99, 1.25], [0.77, 0.94, 2.62], [-0.89, 1.15, -2.16], [0.78, 1.23, -2.47], [-0.25, 1.42, 0.51]],
  "mulliken_spin": [0.1140, -0.0426, 0.6431, 0.0528, 0.7711, 0.4642, 0.0333, -0.0112, 0.0190, -0.0026, 0.0211, -0.0099, -0.0297, 0.0427, -0.0219, -0.0212, -0.0222],
  "orbital_gap_ev": [4.750, 7.909],
  "spin_multiplicity": 3,
  "total_charge": 1
}


Short version: arrangement one is the most stable of them.